#one
# C3H5ClO2P

C3H5ClO2P as an isolated structure (wB97M-V/def2-TZVPD, the OMol25 dataset).

The charge is -1. As for the spin multiplicity: 1. The calculation puts the HOMO energy at -3.709 eV. The calculation puts the frontier orbital gap at 0.263 Ha.

Positions of all 12 atoms, in Å:
O -2.8040 0.9794 -0.1883
Cl 2.0832 0.8572 0.2646
H -0.2144 1.2798 1.8177
C -1.8562 0.3422 0.2672
H 0.0666 -2.2272 -0.8148
C 0.6228 0.0817 -0.1773
C -0.7948 1.2912 0.8878
O -1.8324 -0.9215 0.4509
H 1.6337 -1.8543 0.3084
H -0.8058 2.2333 0.3720
P 0.2987 -1.6116 0.3841
H 0.3450 0.3368 -1.2541

natural (NBO) charges, unit e, in atom order:
1 O -0.727
2 Cl -0.061
3 H 0.202
4 C 0.731
5 H -0.050
6 C -0.576
7 C -0.446
8 O -0.779
9 H -0.141
10 H 0.191
11 P 0.444
12 H 0.214

#two
# C3H5ClO2P

A 2-piece molecular cluster, C3H5ClO2P overall (wB97M-V/def2-TZVPD, the OMol25 dataset).

The charge is -1. As for the spin multiplicity: 1. The calculation puts the HOMO energy at -4.518 eV. The calculation puts the frontier orbital gap at 0.281 Ha.

Positions of all 12 atoms, in Å:
H 0.9021 -2.1133 0.2005
Cl -1.5252 0.0922 -2.5787
O 1.9033 1.9907 -0.8222
C 1.0467 -1.1456 -0.2448
O -0.1837 2.5487 0.5668
C 0.2848 -0.1513 0.1707
C -0.9107 -0.3665 0.8984
H -1.6885 0.1025 0.1517
H -1.0289 -1.4892 0.9641
H 1.7054 -1.0982 -1.0507
P 0.5726 1.5592 -0.1785
H -1.0780 0.0708 1.9226

natural (NBO) charges, unit e, in atom order:
1 H 0.179
2 Cl -0.934
3 O -1.031
4 C -0.270
5 O -1.033
6 C -0.424
7 C -0.671
8 H 0.298
9 H 0.205
10 H 0.217
11 P 2.244
12 H 0.221

The winner here is #two, beating the second structure by 3.733 eV.

#one
# C5H8N4

One molecule with the formula C5H8N4 (wB97M-V/def2-TZVPD, the OMol25 dataset).

The charge is 0. As for the spin multiplicity: 1. The calculation puts the HOMO energy at -8.962 eV. As for the structure (SMILES): [H]/N=C/N=C\N1C=NCC1. The calculation puts the frontier orbital gap at 0.332 Ha.

Positions of all 17 atoms, in Å:
H 0.7581 -2.4527 -0.4612
C -1.6333 -1.1398 -0.2479
H -2.7677 1.5762 -0.2423
N -0.3070 -0.5668 -0.4052
N -2.7338 -0.7007 0.1262
H 0.0539 1.6166 0.6459
H -1.5367 -2.2384 -0.4332
N 2.3658 1.0024 -0.4713
H 3.1004 1.5998 -0.1648
H -0.4528 1.3571 -1.2826
H -2.5444 1.1326 1.2989
C 2.6038 -0.0916 0.2910
C 0.8783 -1.3523 -0.2632
H 3.1835 -0.1360 1.2313
C -0.6931 0.8952 -0.1859
N 2.0498 -1.2705 0.3191
C -2.3250 0.7689 0.2452

natural (NBO) charges, unit e, in atom order:
1 H 0.193
2 C 0.284
3 H 0.213
4 N -0.479
5 N -0.381
6 H 0.250
7 H 0.167
8 N -0.729
9 H 0.339
10 H 0.237
11 H 0.202
12 C 0.254
13 C 0.371
14 H 0.149
15 C -0.266
16 N -0.520
17 C -0.286

#two
# C5H8N4

One molecule with the formula C5H8N4 (wB97M-V/def2-TZVPD, the OMol25 dataset).

The charge is 0. As for the spin multiplicity: 1. The calculation puts the HOMO energy at -8.436 eV. As for the structure (SMILES): NCC1=CN=CNN=C1. The calculation puts the frontier orbital gap at 0.329 Ha.

Positions of all 17 atoms, in Å:
N 2.4651 -0.2728 0.5608
N 1.2940 1.6298 -0.3028
H 3.2636 1.5471 -0.1834
C 0.6572 -1.2413 -0.4300
C -0.3340 -0.1588 -0.0791
C 2.3541 0.9834 -0.0029
H 3.4348 -0.5075 0.6833
C -1.7376 -0.5890 0.2176
H -2.7812 0.8492 -0.8359
C 0.0209 1.1058 -0.0688
N 1.8868 -1.4014 -0.1630
H -1.9973 -1.3717 -0.4936
H -3.6161 0.2066 0.5457
H 0.2082 -2.1220 -0.9433
H -1.6853 -0.9992 1.2289
H -0.7425 1.8701 0.1685
N -2.6909 0.4715 0.0979

natural (NBO) charges, unit e, in atom order:
1 N -0.509
2 N -0.480
3 H 0.175
4 C 0.067
5 C -0.145
6 C 0.285
7 H 0.376
8 C -0.230
9 H 0.371
10 C 0.009
11 N -0.226
12 H 0.167
13 H 0.375
14 H 0.192
15 H 0.207
16 H 0.218
17 N -0.853

The winner here is #two, beating the second structure by 2.645 eV.

#one
# C5H10NS

An isolated ion of composition C5H10NS and charge +1 (wB97M-V/def2-TZVPD, the OMol25 dataset).

The charge is +1. As for the spin multiplicity: 1. The calculation puts the HOMO energy at -14.452 eV. The calculation puts the frontier orbital gap at 0.364 Ha.

Positions of all 17 atoms, in Å:
H 0.5810 -0.3777 2.7842
H 1.2253 1.1158 -0.5667
H -2.0562 -1.9217 1.6473
C -0.8143 -0.6791 0.1763
H -0.4661 2.0244 -0.4583
H 1.8418 0.5575 2.0474
C 0.9101 -0.1546 1.8615
C -0.1434 0.4384 0.9780
H -1.3562 0.2304 -2.8054
H -1.2767 -1.5265 -2.2690
H 0.1842 -0.4017 -3.0792
N -0.4654 -0.0136 -1.0292
H -0.9522 0.9589 1.6774
C -0.7456 -0.4809 -2.3485
S -1.6712 -2.1520 0.3776
H 1.3473 -1.0193 1.5341
C 0.1668 1.1631 -0.4053

natural (NBO) charges, unit e, in atom order:
1 H 0.235
2 H 0.239
3 H 0.186
4 C 0.214
5 H 0.243
6 H 0.246
7 C -0.623
8 C -0.254
9 H 0.233
10 H 0.242
11 H 0.252
12 N -0.294
13 H 0.260
14 C -0.436
15 S 0.231
16 H 0.224
17 C -0.199

#two
# C5H10NS

An isolated ion of composition C5H10NS and charge +1 (wB97M-V/def2-TZVPD, the OMol25 dataset).

The charge is +1. As for the spin multiplicity: 1. The calculation puts the HOMO energy at -14.389 eV. The calculation puts the frontier orbital gap at 0.329 Ha.

Positions of all 17 atoms, in Å:
H 1.7564 2.0013 -1.0867
H -0.4122 2.4013 -0.0579
H -0.6258 -2.3854 0.5404
C 1.4955 1.6984 -0.1457
N -0.4854 0.2219 -0.5697
S 2.1502 -0.0446 0.0798
C 0.7833 -0.8933 -0.0215
H 0.2878 -2.5197 -1.1745
H 0.9777 -3.1477 0.1955
H 2.0766 2.1997 0.5658
C 0.0365 1.4434 0.0823
H -0.1550 1.3638 1.1292
H -2.4771 0.7412 -0.3491
H -1.8116 -0.0106 1.1371
C -1.7663 0.0377 0.0990
C 0.2649 -2.2599 -0.0704
H -2.0954 -0.8473 -0.3534

natural (NBO) charges, unit e, in atom order:
1 H 0.243
2 H 0.262
3 H 0.285
4 C -0.436
5 N -0.324
6 S 0.634
7 C 0.123
8 H 0.322
9 H 0.287
10 H 0.256
11 C -0.295
12 H 0.192
13 H 0.250
14 H 0.202
15 C -0.463
16 C -0.757
17 H 0.219

The winner here is #one, beating the second structure by 1.034 eV.

#one
# C5H10NS

C5H10NS as an isolated structure (wB97M-V/def2-TZVPD, the OMol25 dataset).

The charge is +1. As for the spin multiplicity: 1. The calculation puts the HOMO energy at -13.354 eV. The calculation puts the frontier orbital gap at 0.278 Ha.

Positions of all 17 atoms, in Å:
C -1.8146 0.5335 0.3983
H -0.8624 -1.2636 -0.2989
C 0.4284 0.4554 -0.9227
H 1.9485 0.1429 1.3793
H 0.2456 1.5759 -0.6803
C -0.5355 -0.3178 0.1050
N -0.1687 0.3957 -2.2835
S -1.3149 0.7290 2.1598
H -0.0184 -0.5830 -2.6317
H -2.7163 0.0975 0.2530
H -1.1278 0.6557 -2.4300
H 1.3933 -0.0161 -0.8480
H -1.7562 1.5304 -0.0544
C 1.2601 -0.4688 2.0149
C -0.0602 -0.2360 1.5247
H 1.3952 -0.2359 3.1030
H 1.9113 -1.4870 1.9016

natural (NBO) charges, unit e, in atom order:
1 C -0.458
2 H 0.275
3 C -0.190
4 H 0.309
5 H 0.214
6 C -0.348
7 N -0.814
8 S 0.585
9 H 0.368
10 H 0.240
11 H 0.379
12 H 0.223
13 H 0.242
14 C -0.773
15 C 0.151
16 H 0.276
17 H 0.321

#two
# C5H10NS

An isolated ion of composition C5H10NS and charge +1 (wB97M-V/def2-TZVPD, the OMol25 dataset).

The charge is +1. As for the spin multiplicity: 1. The calculation puts the HOMO energy at -13.546 eV. The calculation puts the frontier orbital gap at 0.306 Ha.

Positions of all 17 atoms, in Å:
C 0.0965 0.0286 1.6194
H 0.6465 0.9520 1.8304
C 1.4822 -0.5283 -0.3861
H -2.4478 0.7370 0.4769
H 0.5144 -0.7734 2.2326
S -0.2442 0.2168 -2.3697
H 2.2671 -0.0537 0.2124
C 1.4897 0.0684 -1.7930
H -0.9446 0.1546 1.9028
C -2.3244 0.2578 -0.4963
C -0.9299 0.1333 -0.8699
H 2.0265 -0.5559 -2.5052
H -2.7899 -0.7334 -0.4220
H -2.8622 0.8279 -1.2547
N 0.2039 -0.3535 0.2528
H 1.6877 -1.6076 -0.4322
H 1.9108 1.0746 -1.8230

natural (NBO) charges, unit e, in atom order:
1 C -0.422
2 H 0.207
3 C -0.246
4 H 0.276
5 H 0.236
6 S 0.577
7 H 0.236
8 C -0.516
9 H 0.223
10 C -0.738
11 C 0.192
12 H 0.268
13 H 0.300
14 H 0.276
15 N -0.347
16 H 0.225
17 H 0.252

The winner here is #two, beating the second structure by 1.039 eV.